Record 1
C5H12OSSi in the gas phase, computed with ωB97M-V with the def2-TZVPD basis set.

```
20
Properties=species:S:1:pos:R:3:forces:R:3
C -0.766866 -0.345436 0.741257 -0.94 1.35 -1.18
C -1.453162 -0.391310 -0.701056 4.03 2.51 -0.33
C 1.170427 -1.367622 -1.766628 -0.44 -2.52 0.89
C 0.634884 0.045525 0.728586 2.33 -0.43 0.83
C 0.859530 2.428107 1.799570 1.25 -2.29 -1.77
O 0.570370 2.169888 -0.844419 -1.59 1.24 -2.12
Si -0.677939 -1.696122 -1.833591 1.38 0.15 0.62
S 1.349083 1.619070 0.230571 1.03 -2.15 2.28
H -1.374882 0.279325 1.454285 0.34 -0.41 -0.71
H -0.741244 -1.323478 1.096967 -0.42 -1.77 0.98
H -2.446624 -0.428964 -0.485669 -3.02 -0.21 -0.02
H -1.167653 0.651061 -1.175037 -0.93 -1.95 0.69
H 1.118646 -0.349160 -1.912895 1.25 2.52 -0.40
H 2.009052 -1.837379 -1.180744 -1.05 0.68 -0.90
H 1.376732 -0.740327 1.104648 -0.84 1.44 -0.70
H 1.228416 1.683527 2.456287 0.75 -0.09 1.34
H -0.167123 2.329910 1.806285 -2.29 0.77 0.14
H 1.366851 3.327862 1.741971 0.41 2.02 0.61
H -0.790007 -3.020774 -1.183764 -0.71 -0.30 -0.50
H -0.937539 -1.346576 -3.263303 -0.54 -0.56 0.25
```
Positions in Å, forces in eV/Å.

## Properties
2S+1 ... 3
LUMO energy (spin up / spin down) ... 0.765 / -0.996 eV
Orbital gap (spin up / spin down) ... 8.48 / 8.10 eV
Charge ... 0
Total energy ... -26133.71733 eV

These are the Löwdin partial charges, in e, on atoms 1 to 6: -0.299, -0.302, -0.147, -0.323, -0.202, -0.525

Record 2
A 2-piece molecular cluster, C5H12P2 overall, computed with ωB97M-V with the def2-TZVPD basis set.

```
19
Properties=species:S:1:pos:R:3:forces:R:3
C 0.625862 -1.036371 -0.402687 -1.55 2.33 -2.62
P -0.895939 -0.208337 -0.668167 3.42 -0.49 -0.23
C -0.383259 0.802034 -2.255456 -1.36 -0.18 1.43
C 0.010720 -0.213309 -3.289229 -2.89 0.48 -1.10
H 0.692193 -1.719924 0.405224 0.33 -0.55 0.36
H 1.505244 -0.876171 -1.160691 -1.60 -0.47 1.88
H -1.348707 1.330133 -2.503809 1.13 -0.38 -0.08
H 0.375968 1.551498 -2.100620 0.23 0.22 0.59
H 0.383886 -1.126537 -2.939234 0.52 -1.15 0.62
H -0.966517 -0.383418 -3.773499 0.39 -0.83 -0.11
H 0.592765 0.102535 -4.097547 1.29 0.97 -1.01
C 0.066476 0.756257 3.879119 2.05 -1.60 0.39
P 1.235699 0.343658 2.725335 -1.65 1.45 0.43
C 1.587667 -1.393125 3.047103 1.20 1.23 1.25
H -0.266380 1.788876 3.883137 -0.28 -0.24 0.38
H -0.012081 0.029637 4.769880 -0.64 1.46 -1.41
H 1.316905 -1.662126 4.059728 -0.30 -0.48 -0.02
H 1.174298 -1.947079 2.260541 -0.60 -1.20 -0.70
H 2.669956 -1.399923 2.967641 0.31 -0.57 -0.06
```
Positions in Å, forces in eV/Å.

## Properties
LUMO energy ... 0.013 eV
Orbital gap ... 8.62 eV
Charge ... 0
SMILES ... C=PCC.C=PC
Total energy ... -23953.48076 eV
Relative energy (zero: lowest compared OMol25 entry of this formula, charge and spin) ... 31.1 kcal/mol

These are the Löwdin partial charges, in e, on atoms 1 to 6: -0.376, 0.865, -0.490, -0.224, -0.083, 0.048

Record 3
A 2-piece molecular cluster, C5H12S overall, computed with ωB97M-V with the def2-TZVPD basis set.

```
18
Properties=species:S:1:pos:R:3:forces:R:3
C 0.795251 -0.698114 -2.348503 1.55 -2.49 1.86
C 1.130662 -1.599967 -1.329504 -0.62 3.44 -3.28
C 0.107421 -2.166012 -0.413633 -0.28 -0.20 -0.20
H 1.388326 -0.613000 -3.217543 1.95 0.10 -0.33
H 0.007860 -0.061155 -2.625498 -2.21 0.08 0.89
H 2.209600 -1.815170 -1.373583 -0.76 -0.77 0.35
H -0.270010 -1.534626 0.371319 -0.94 1.53 -0.50
H -0.690343 -2.597264 -1.098771 0.80 0.20 1.64
H 0.526578 -2.778873 0.356395 0.52 -1.86 -0.43
C -1.118645 1.041796 2.593003 -0.95 -0.01 0.87
S -1.106257 2.473299 1.405748 -0.02 1.21 2.12
C -0.040131 2.079164 0.044340 1.59 -0.28 -0.54
H -2.042162 1.161897 3.369792 1.73 -0.42 -2.61
H -0.300368 0.801487 3.319596 -0.02 0.85 -1.08
H -1.144980 0.263070 1.815001 -0.67 -0.57 1.12
H 0.042737 2.985530 -0.599938 -0.66 -0.66 0.41
H 1.046477 1.798428 0.164669 -1.15 0.16 0.66
H -0.542012 1.259509 -0.432892 0.13 -0.30 -0.94
```
Positions in Å, forces in eV/Å.

## Properties
LUMO energy ... 0.920 eV
Orbital gap ... 9.29 eV
Charge ... 0
SMILES ... C=CC.CSC
Total energy ... -16211.70912 eV
Relative energy (zero: lowest compared OMol25 entry of this formula, charge and spin) ... 70.7 kcal/mol

These are the Löwdin partial charges, in e, on atoms 1 to 6: -0.014, -0.201, -0.123, 0.021, 0.027, 0.091

Record 4
C5H12S in the gas phase, computed with ωB97M-V with the def2-TZVPD basis set.

```
18
Properties=species:S:1:pos:R:3:forces:R:3
C -1.480314 -0.869216 -0.890009 0.17 2.58 0.96
C -0.649808 0.254157 -0.103372 1.59 -0.70 -2.62
C -0.878671 0.167957 1.361121 1.25 -0.33 0.13
C 0.979998 -0.006827 -0.513242 -1.55 0.92 -0.86
C 1.857946 1.230782 -0.244789 -0.63 -0.72 -0.57
S 1.560109 -1.540290 0.284713 -0.71 -0.03 0.48
H -0.781934 -1.550366 -1.235342 1.04 -1.60 -0.91
H -2.164304 -1.348895 -0.241491 -0.64 -0.65 0.90
H -2.087953 -0.523763 -1.713953 0.14 0.48 -0.32
H -0.940923 1.268796 -0.443411 0.36 -0.55 -0.13
H -0.540187 1.048717 1.877840 0.50 0.28 0.34
H -0.370719 -0.735134 1.735656 -0.57 0.54 0.44
H -1.915069 0.138610 1.503333 -1.63 -0.36 0.54
H 1.080375 -0.290672 -1.566969 -0.67 0.46 -0.01
H 1.431531 2.175279 -0.573850 -0.09 -0.16 -0.92
H 1.727936 1.338440 0.774052 0.61 0.35 2.60
H 2.916608 1.150292 -0.510634 -0.31 -0.11 0.01
H 0.255373 -1.907874 0.500352 1.15 -0.38 -0.05
```
Positions in Å, forces in eV/Å.

## Properties
LUMO energy ... 0.935 eV
Orbital gap ... 9.79 eV
Charge ... 0
SMILES ... CC(C)[C@@H](C)S
Total energy ... -16213.83002 eV
Relative energy (zero: lowest compared OMol25 entry of this formula, charge and spin) ... 21.8 kcal/mol

These are the Löwdin partial charges, in e, on atoms 1 to 6: -0.067, -0.367, -0.127, -0.640, -0.128, 0.732

Record 5
A 2-piece molecular cluster, C5H12S overall, computed with ωB97M-V with the def2-TZVPD basis set.

```
18
Properties=species:S:1:pos:R:3:forces:R:3
C 2.008042 0.714491 2.744913 0.12 -0.07 -0.03
C 2.874441 0.085728 1.955287 -0.42 -0.50 0.48
C 2.402468 -0.875824 0.906716 -0.75 0.29 -0.40
H 2.194422 1.049893 3.760434 0.37 0.53 -0.40
H 0.978510 0.789670 2.399223 -0.03 -0.23 0.26
H 3.932803 -0.041391 2.135896 0.08 0.42 0.62
H 3.265538 -1.454985 0.574230 -0.49 -0.18 -0.30
H 1.834226 -0.437253 0.076189 0.60 0.18 -0.17
H 1.623277 -1.487370 1.374582 0.52 -0.45 -0.07
C -2.018530 1.469884 -2.176307 0.73 0.59 -0.33
S -2.971622 0.076460 -2.725640 -0.78 -0.23 -0.12
C -2.697574 -1.070842 -1.374957 -0.30 -1.48 -0.22
H -2.308345 2.311461 -2.821412 -0.28 -0.05 0.58
H -2.136032 1.660139 -1.103809 -0.22 0.22 -0.35
H -0.956511 1.369220 -2.395629 0.16 -0.34 0.20
H -2.018883 -1.858292 -1.717587 0.87 0.61 0.52
H -3.541574 -1.743199 -1.167990 -0.55 0.83 -0.15
H -2.464663 -0.557790 -0.444145 0.40 -0.16 -0.13
```
Positions in Å, forces in eV/Å.

## Properties
LUMO energy ... 0.824 eV
Orbital gap ... 9.23 eV
Charge ... 0
SMILES ... C=CC.CSC
Total energy ... -16213.16429 eV
Relative energy (zero: lowest compared OMol25 entry of this formula, charge and spin) ... 37.2 kcal/mol

These are the Löwdin partial charges, in e, on atoms 1 to 6: -0.027, -0.246, -0.128, 0.050, 0.056, 0.084

Record 6
A 2-piece molecular cluster, C5H12S overall, computed with ωB97M-V with the def2-TZVPD basis set.

```
18
Properties=species:S:1:pos:R:3:forces:R:3
C -2.050913 1.888029 -0.337681 4.14 0.14 2.75
C 0.391955 0.781876 0.878704 -1.43 -0.23 0.08
C 2.211201 -0.201271 -0.577340 1.47 4.34 1.78
C -1.704682 -2.009626 -0.323314 0.22 0.25 0.30
C 1.700483 0.053987 0.923682 -0.20 -1.00 -2.42
S -1.057969 0.454128 0.002018 0.71 0.90 -1.41
H -2.877266 1.737495 -0.879114 -3.10 -1.22 -1.95
H -2.183069 2.360539 0.610643 -0.39 0.54 0.55
H 0.110967 1.110454 1.837868 -0.47 0.65 1.21
H 3.292381 -0.422551 -0.723789 -0.98 -0.74 0.36
H 1.494585 -0.765705 -1.088654 -0.56 -1.23 -0.94
H 2.194287 0.883584 -1.004338 -0.31 -1.78 0.33
H -1.305156 -1.836209 -1.314887 -0.09 -0.32 -0.01
H -0.966000 -2.313173 0.446991 -0.91 0.04 -0.58
H -2.785151 -2.226216 -0.250824 0.88 0.14 0.20
H 2.210642 0.825830 1.447361 1.44 0.41 0.22
H 1.783536 -0.849729 1.548364 -0.40 0.07 -0.20
H -0.459828 0.528556 -1.195697 -0.02 -0.98 -0.27
```
Positions in Å, forces in eV/Å.

## Properties
LUMO energy (spin up / spin down) ... -0.495 / 0.112 eV
Orbital gap (spin up / spin down) ... 6.34 / 7.34 eV
Charge ... 0
Total energy ... -16206.53990 eV
Relative energy (zero: lowest compared OMol25 entry of this formula, charge and spin) ... 189.9 kcal/mol

These are the Löwdin partial charges, in e, on atoms 1 to 6: -0.318, -0.416, -0.095, -0.057, -0.299, 0.916